Entry from the OMol25 dataset: C42H50AlCl2N4O4P as an isolated structure (the ωB97M-V functional and the def2-TZVPD basis).

The geometry in XYZ format:
```
104
Properties=species:S:1:pos:R:3:lowdin_charge:R:1
Al -0.91 -0.19 -1.49 0.007
Cl -3.43 -0.41 -5.56 0.767
C -2.97 -1.72 -4.57 -0.574
C -3.35 -3.03 -4.90 -0.088
C -3.01 -4.10 -4.11 -0.601
Cl -3.50 -5.69 -4.55 0.760
C -2.24 -3.90 -2.94 -0.153
C -1.82 -4.91 -2.05 0.028
C -1.05 -4.58 -0.96 -0.001
C -0.71 -3.24 -0.74 -0.100
N -1.10 -2.26 -1.54 0.096
C -1.85 -2.58 -2.63 -0.120
C -2.22 -1.48 -3.43 -0.313
O -1.81 -0.29 -3.03 -0.030
H -3.93 -3.20 -5.80 0.120
H -2.09 -5.94 -2.24 0.111
H -0.71 -5.34 -0.27 0.124
H -0.07 -2.97 0.09 0.080
O 5.50 1.71 -3.30 0.102
N 4.72 2.58 -3.64 -0.333
O 5.01 3.62 -4.18 0.130
C 3.29 2.33 -3.35 -0.049
C 2.49 3.41 -3.24 0.098
C 1.12 3.25 -2.85 -0.096
C 0.17 4.29 -2.88 0.056
C -1.14 4.00 -2.57 0.006
C -1.47 2.71 -2.15 -0.047
N -0.58 1.74 -2.05 0.114
C 0.68 1.98 -2.46 -0.108
C 1.52 0.84 -2.63 -0.112
N 0.95 -0.36 -2.38 0.116
C 1.59 -1.45 -2.78 -0.058
C 2.84 -1.40 -3.41 0.021
C 3.47 -0.19 -3.58 0.063
C 2.81 0.99 -3.17 -0.039
H 2.88 4.40 -3.44 0.147
H 0.47 5.29 -3.16 0.142
H -1.90 4.76 -2.64 0.131
H -2.50 2.45 -1.92 0.130
H 1.11 -2.40 -2.60 0.126
H 3.30 -2.31 -3.75 0.132
H 4.44 -0.14 -4.05 0.129
C -4.53 1.00 -0.11 0.043
C -3.57 -0.14 -0.05 -0.346
C -4.02 -1.45 0.47 0.041
O -2.42 -0.01 -0.48 0.048
H -5.36 0.87 0.57 0.104
H -4.92 1.05 -1.13 0.127
H -4.02 1.94 0.09 0.094
H -4.71 -1.33 1.31 0.108
H -3.17 -2.07 0.75 0.085
H -4.57 -1.96 -0.33 0.127
C -1.08 -1.91 4.97 -0.180
C -1.53 -0.45 4.79 -0.164
C -1.47 0.02 3.32 -0.194
C -0.24 -0.58 2.64 -0.385
C -0.40 -2.12 2.56 -0.198
C -1.29 -2.68 3.67 -0.184
P 0.24 0.19 1.00 1.177
C 0.26 2.05 1.35 -0.383
C 0.95 2.48 2.66 -0.194
C 0.38 3.79 3.21 -0.180
C 0.13 4.76 2.07 -0.183
C -1.03 4.24 1.21 -0.169
C -1.13 2.71 1.23 -0.214
C 2.05 -0.24 0.86 -0.394
C 2.24 -1.71 0.44 -0.228
C 3.73 -1.97 0.26 -0.172
C 4.45 -1.93 1.63 -0.169
C 3.64 -1.14 2.66 -0.186
C 2.99 0.10 2.04 -0.174
H -1.63 -2.37 5.78 0.117
H -0.02 -1.94 5.24 0.118
H -0.89 0.21 5.39 0.116
H -2.55 -0.31 5.16 0.117
H -1.44 1.10 3.32 0.080
H -2.38 -0.29 2.79 0.108
H 0.62 -0.37 3.28 0.105
H 0.59 -2.58 2.63 0.100
H -0.83 -2.40 1.59 0.064
H -1.07 -3.74 3.81 0.119
H -2.34 -2.61 3.39 0.109
H 0.86 2.43 0.51 0.109
H 2.01 2.62 2.48 0.112
H 0.85 1.72 3.44 0.094
H 1.09 4.21 3.93 0.122
H -0.55 3.62 3.75 0.119
H 1.04 4.85 1.47 0.116
H -0.10 5.76 2.45 0.118
H -0.93 4.61 0.19 0.090
H -1.97 4.65 1.59 0.119
H -1.64 2.34 0.34 0.055
H -1.75 2.43 2.08 0.094
H 2.35 0.37 -0.01 0.097
H 1.70 -1.91 -0.48 0.055
H 1.85 -2.39 1.20 0.092
H 4.14 -1.20 -0.40 0.110
H 3.91 -2.93 -0.23 0.115
H 5.44 -1.48 1.51 0.116
H 4.61 -2.94 2.00 0.115
H 4.28 -0.83 3.48 0.122
H 2.87 -1.77 3.10 0.104
H 3.79 0.75 1.67 0.129
H 2.49 0.66 2.82 0.071
```

Results
* energy above the lowest of the compared OMol25 structures with the same formula, charge and spin: 62.2 kJ/mol
* Kohn-Sham gap: 6.67 eV
* largest force on an atom: 0.99 eV/A
* LUMO energy: -0.2290 Ha
* E_tot: -99437.945 eV
* net charge: +2

***

Entry from the OMol25 dataset: a 2-piece molecular cluster, C4H5ClOS overall in a non-equilibrium geometry (the ωB97M-V functional and the def2-TZVPD basis).

The geometry in XYZ format:
```
12
Properties=species:S:1:pos:R:3:nbo_charge:R:1
C -3.51 1.54 -0.14 -0.529
C -2.74 0.48 -0.05 -0.123
C -0.29 0.14 -0.53 0.382
C 1.77 -1.31 -0.25 -0.794
O 0.32 1.09 -0.95 -0.506
S -0.01 -1.45 -0.16 0.380
Cl -3.27 -1.08 0.17 0.024
H -4.56 1.43 0.32 0.207
H -3.20 2.59 -0.14 0.230
H 2.21 -1.32 -1.22 0.233
H 2.43 -2.13 0.33 0.250
H 2.11 -0.33 0.11 0.245
```

Results
* energy above the lowest of the compared OMol25 structures with the same formula, charge and spin: 390.3 kJ/mol
* Kohn-Sham gap (spin up / spin down): 8.27 / 7.96 eV
* largest force on an atom: 4.77 eV/A
* LUMO energy (spin up / spin down): -0.0050 / -0.0097 Ha
* E_tot: -29629.662 eV

***

Entry from the OMol25 dataset: C30H25Cl4N5O2SZr as an isolated structure in a non-equilibrium geometry (the ωB97M-V functional and the def2-TZVPD basis).

The geometry in XYZ format:
```
68
Properties=species:S:1:pos:R:3:lowdin_charge:R:1
Zr 0.38 -0.99 -0.16 1.715
Cl 3.17 -1.52 -0.12 0.714
C 3.17 -2.80 1.12 -0.795
Cl 1.51 -2.98 1.69 0.698
H 3.82 -2.51 1.94 0.055
H 3.50 -3.73 0.67 0.059
N -1.53 -0.96 3.73 0.214
C -2.35 -2.00 3.37 -0.160
C -3.32 -2.70 4.08 0.012
C -3.88 -3.79 3.45 -0.046
C -3.48 -4.18 2.16 -0.045
C -2.52 -3.48 1.46 -0.005
C -1.97 -2.35 2.07 -0.194
N -0.95 -1.48 1.66 -0.014
C -0.71 -0.70 2.70 -0.273
C 0.44 0.19 2.72 -0.307
C 0.80 1.10 3.66 -0.274
S 2.29 1.82 3.25 1.159
C 2.34 0.88 1.83 -0.467
N 1.33 0.06 1.67 -0.157
H -1.52 -0.50 4.63 0.183
H -3.61 -2.42 5.08 0.126
H -4.63 -4.38 3.96 0.121
H -3.93 -5.06 1.71 0.119
H -2.20 -3.81 0.49 0.096
H 0.28 1.38 4.57 0.098
H 3.16 0.96 1.13 0.080
C -0.27 3.44 -0.66 -0.009
C -1.56 3.45 -0.99 -0.047
C -2.27 2.21 -1.10 0.006
C -1.66 1.04 -0.79 -0.249
N -0.34 0.93 -0.37 -0.111
C 0.48 2.16 -0.40 -0.308
C -2.37 -0.22 -1.02 -0.188
C -3.74 -0.31 -1.21 0.023
C -4.30 -1.49 -1.65 0.002
C -3.46 -2.59 -1.87 -0.021
C -2.13 -2.47 -1.56 -0.148
N -1.58 -1.32 -1.12 -0.026
H 0.31 4.35 -0.59 0.124
H -2.08 4.38 -1.18 0.119
H -3.29 2.22 -1.47 0.112
H 0.94 2.29 0.59 0.093
H -4.36 0.56 -1.03 0.122
H -5.36 -1.57 -1.82 0.130
H -3.85 -3.52 -2.24 0.127
H -1.47 -3.32 -1.65 0.108
Cl -0.18 -2.55 -4.46 0.663
C 1.22 -3.04 -3.45 -0.417
C 1.05 -2.29 -2.15 -0.739
O 1.17 -1.03 -2.10 -0.182
O 0.73 -2.90 -1.08 -0.213
H 2.13 -2.75 -3.97 0.101
H 1.18 -4.11 -3.29 0.096
Cl 5.41 6.72 -1.69 0.719
C 4.36 5.36 -1.60 -0.668
C 3.96 4.71 -2.76 -0.079
C 3.09 3.63 -2.67 -0.022
C 2.61 3.17 -1.45 -0.227
C 1.64 2.01 -1.41 -0.103
C 3.05 3.83 -0.30 -0.055
C 3.91 4.91 -0.37 -0.089
H 4.32 5.05 -3.72 0.116
H 2.79 3.14 -3.59 0.122
H 1.20 1.89 -2.40 0.134
H 2.17 1.07 -1.19 0.078
H 2.71 3.53 0.68 0.084
H 4.22 5.42 0.54 0.112
```

Results
* Kohn-Sham gap: 6.41 eV
* largest force on an atom: 1.79 eV/A
* LUMO energy: -0.2255 Ha
* E_tot: -105258.005 eV
* net charge: +2

***

Entry from the OMol25 dataset: a 2-piece molecular cluster, C2H8O2 overall in a non-equilibrium geometry (the ωB97M-V functional and the def2-TZVPD basis).

The geometry in XYZ format:
```
12
Properties=species:S:1:pos:R:3:nbo_charge:R:1
C -1.09 -2.21 -0.58 -0.267
O -1.13 -0.70 -0.22 -0.749
H -1.98 -2.73 -0.21 0.188
H -0.89 -2.50 -1.60 0.176
H -0.22 -2.94 0.04 0.138
H -0.26 -0.29 -0.59 0.500
C 1.19 1.83 0.83 -0.266
O 0.41 1.42 -0.39 -0.753
H 1.44 0.88 1.29 0.196
H 2.04 2.36 0.40 0.177
H 0.71 2.59 1.58 0.181
H -0.22 2.29 -0.53 0.480
```

Results
* energy above the lowest of the compared OMol25 structures with the same formula, charge and spin: 225.4 kJ/mol
* Kohn-Sham gap: 10.58 eV
* largest force on an atom: 5.41 eV/A
* LUMO energy: 0.0274 Ha
* E_tot: -6296.074 eV
* SMILES: CO.CO